Entry 1:
C43H55BBrN3O4Sr | wB97M-V/def2-TZVPD

The calculation puts the total energy at -4766.6550 hartree. The charge is -2. As for the LUMO energy: 0.146 Eh. Its HOMO energy is -0.8 eV.

Positions of all 108 atoms, in Å:
Sr (1.591, 0.063, 2.414)
C (-1.474, -0.273, 3.633)
C (-0.891, 0.678, 4.501)
C (0.166, 0.045, 5.192)
C (0.255, -1.288, 4.737)
C (-0.751, -1.478, 3.760)
C (-1.068, -2.779, 3.078)
C (1.099, -2.385, 5.328)
C (1.035, 0.716, 6.219)
C (-1.280, 2.119, 4.680)
C (-2.720, -0.106, 2.816)
H (-1.192, -2.673, 1.992)
H (-1.992, -3.246, 3.452)
H (-0.262, -3.501, 3.227)
H (1.803, -2.819, 4.613)
H (0.475, -3.200, 5.717)
H (1.696, -2.010, 6.162)
H (1.848, 1.292, 5.768)
H (1.484, -0.012, 6.901)
H (0.449, 1.410, 6.832)
H (-0.458, 2.806, 4.446)
H (-1.585, 2.342, 5.710)
H (-2.124, 2.393, 4.040)
H (-2.587, -0.419, 1.774)
H (-3.058, 0.932, 2.793)
H (-3.553, -0.699, 3.217)
O (2.564, -0.453, -2.452)
C (2.209, 0.049, -1.206)
O (1.077, -0.599, -0.654)
C (2.922, 0.997, -0.561)
C (4.051, 1.665, -1.190)
C (4.645, 2.707, -0.560)
C (4.214, 3.141, 0.722)
C (3.216, 2.407, 1.312)
N (2.572, 1.378, 0.726)
C (2.809, 2.695, 2.769)
O (2.645, 3.866, 3.114)
O (2.664, 1.649, 3.494)
H (3.171, -1.194, -2.313)
H (4.375, 1.343, -2.171)
H (5.471, 3.217, -1.048)
H (4.672, 3.963, 1.251)
Br (3.470, -2.047, 2.410)
C (0.855, -3.396, -4.120)
C (0.823, -2.854, -2.687)
C (2.114, -3.191, -1.939)
C (-0.399, -3.360, -1.947)
C (-0.540, -4.734, -1.785)
C (-1.658, -5.280, -1.188)
C (-2.652, -4.435, -0.732)
C (-2.548, -3.051, -0.841)
C (-3.683, -2.230, -0.245)
C (-4.027, -2.679, 1.178)
C (-4.958, -2.329, -1.095)
C (-1.402, -2.508, -1.465)
N (-1.219, -1.102, -1.620)
B (-0.095, -0.239, -1.291)
N (-0.461, 1.064, -1.787)
C (-1.714, 0.958, -2.384)
C (-2.161, -0.305, -2.295)
C (0.302, 2.274, -1.879)
C (0.922, 2.570, -3.108)
C (1.675, 3.729, -3.213)
C (1.852, 4.564, -2.119)
C (1.238, 4.258, -0.925)
C (0.423, 3.130, -0.784)
C (-0.271, 3.023, 0.566)
C (-0.891, 1.705, 1.008)
C (-1.362, 4.101, 0.657)
C (0.786, 1.661, -4.318)
C (2.115, 1.435, -5.039)
C (-0.242, 2.220, -5.306)
H (1.678, -2.934, -4.672)
H (-0.076, -3.174, -4.646)
H (1.002, -4.479, -4.141)
H (0.766, -1.771, -2.763)
H (2.204, -4.266, -1.763)
H (2.162, -2.686, -0.973)
H (2.984, -2.892, -2.532)
H (0.247, -5.385, -2.146)
H (-1.750, -6.353, -1.066)
H (-3.524, -4.857, -0.250)
H (-3.365, -1.189, -0.192)
H (-4.491, -3.668, 1.183)
H (-4.740, -1.981, 1.622)
H (-3.146, -2.710, 1.817)
H (-5.334, -3.356, -1.074)
H (-4.803, -2.068, -2.139)
H (-5.737, -1.679, -0.690)
H (-2.200, 1.811, -2.829)
H (-3.069, -0.714, -2.688)
H (2.166, 3.963, -4.151)
H (2.493, 5.434, -2.192)
H (1.403, 4.883, -0.055)
H (0.501, 3.285, 1.297)
H (-1.799, 1.476, 0.445)
H (-1.162, 1.786, 2.058)
H (-0.233, 0.842, 0.902)
H (-2.145, 3.906, -0.083)
H (-0.960, 5.097, 0.471)
H (-1.817, 4.091, 1.649)
H (0.434, 0.690, -3.968)
H (2.459, 2.346, -5.538)
H (1.989, 0.669, -5.810)
H (2.882, 1.101, -4.344)
H (0.082, 3.198, -5.673)
H (-1.223, 2.345, -4.846)
H (-0.353, 1.554, -6.167)

Here are the Löwdin charges for atoms 1 to 2, given in e:
1 Sr 1.1902
2 C -0.2825

Entry 2:
C43H55BCl2N8OS4Y | wB97M-V/def2-TZVPD

The calculation puts the total energy at -4761.0744 hartree. The charge is +1. As for the LUMO energy: -0.109 Eh. Its HOMO energy is -9.5 eV.

Positions of all 115 atoms, in Å:
Y (0.839, 0.483, 2.633)
C (-1.817, 5.143, 0.495)
C (-1.133, 4.111, -0.315)
C (-0.709, 4.443, -1.576)
C (0.040, 3.546, -2.403)
N (0.272, 2.347, -1.956)
N (-0.196, 1.986, -0.779)
B (0.053, 0.511, -0.593)
N (-0.954, -0.371, -0.291)
N (-2.289, 0.039, -0.226)
C (-3.126, -0.835, -0.587)
C (-2.760, -2.209, -0.990)
C (-1.626, -2.657, -0.511)
C (-1.211, -4.115, -0.526)
C (-0.639, -1.733, 0.106)
S (-0.601, -2.000, 1.840)
C (-4.635, -0.451, -0.555)
C (-5.006, -0.643, -2.016)
C (-4.741, 1.059, -0.128)
C (-5.538, -1.359, 0.303)
N (1.449, 0.052, -1.024)
N (1.399, -0.896, -1.987)
C (2.547, -1.426, -2.317)
C (3.802, -0.991, -1.787)
C (3.823, 0.064, -0.923)
C (5.063, 0.556, -0.244)
C (2.576, 0.552, -0.510)
S (2.398, 1.715, 0.779)
C (2.449, -2.589, -3.302)
C (2.491, -3.858, -2.418)
C (3.652, -2.479, -4.228)
C (1.106, -2.571, -4.124)
C (-0.798, 2.774, 0.116)
S (-1.011, 2.366, 1.716)
C (0.486, 3.924, -3.839)
C (1.528, 2.921, -4.415)
C (0.981, 5.354, -3.794)
C (-0.824, 3.919, -4.686)
H (-1.938, 6.021, -0.119)
H (-1.241, 5.361, 1.380)
H (-2.804, 4.829, 0.819)
H (-0.959, 5.435, -1.973)
H (-3.518, -2.862, -1.437)
H (-0.578, -4.339, -1.413)
H (-2.096, -4.758, -0.545)
H (-0.642, -4.350, 0.360)
H (-4.315, -0.020, -2.590)
H (-6.019, -0.280, -2.160)
H (-4.915, -1.657, -2.346)
H (-4.617, 1.691, -1.022)
H (-3.958, 1.352, 0.573)
H (-5.741, 1.194, 0.321)
H (-5.571, -2.421, 0.035)
H (-6.551, -1.065, 0.218)
H (-5.334, -1.222, 1.365)
H (4.715, -1.537, -1.986)
H (5.865, -0.160, -0.229)
H (4.831, 0.870, 0.813)
H (5.417, 1.466, -0.770)
H (3.432, -3.909, -1.812)
H (2.594, -4.744, -3.053)
H (1.672, -4.025, -1.726)
H (4.580, -2.630, -3.727)
H (3.712, -1.461, -4.592)
H (3.675, -3.180, -5.061)
H (0.298, -2.833, -3.473)
H (1.238, -3.346, -4.864)
H (1.013, -1.603, -4.634)
H (2.410, 2.984, -3.807)
H (1.781, 3.125, -5.448)
H (1.296, 1.871, -4.407)
H (1.861, 5.463, -3.180)
H (0.136, 5.943, -3.559)
H (1.250, 5.676, -4.817)
H (-1.526, 3.122, -4.276)
H (-0.482, 3.802, -5.756)
H (-1.302, 4.909, -4.617)
Cl (-0.266, 2.133, 4.883)
C (0.790, 3.460, 4.440)
C (0.252, 4.738, 4.439)
C (1.052, 5.760, 4.027)
C (2.347, 5.486, 3.598)
C (2.876, 4.239, 3.705)
Cl (4.524, 4.007, 3.269)
C (2.132, 3.147, 4.140)
S (2.807, 1.514, 4.260)
H (-0.702, 4.907, 4.851)
H (0.736, 6.770, 4.143)
H (3.013, 6.294, 3.233)
O (0.875, -0.963, 4.669)
H (1.636, -0.457, 5.003)
H (0.895, -1.887, 4.880)
C (-2.297, -1.910, 2.453)
C (-2.629, -3.238, 3.075)
C (-3.404, -4.137, 2.327)
C (-3.602, -5.427, 2.737)
C (-3.006, -5.917, 3.921)
C (-2.271, -5.033, 4.671)
C (-2.045, -3.759, 4.255)
H (-2.860, -1.735, 1.529)
H (-2.420, -1.108, 3.251)
H (-3.944, -3.695, 1.462)
H (-4.215, -6.135, 2.210)
H (-3.169, -6.926, 4.219)
H (-1.796, -5.369, 5.553)
H (-1.507, -3.052, 4.927)
N (2.430, -2.554, 1.488)
C (3.553, -3.259, 1.673)
C (4.431, -2.469, 2.382)
C (3.738, -1.273, 2.561)
N (2.494, -1.352, 2.063)
H (1.585, -2.872, 1.049)
H (3.541, -4.271, 1.390)
H (5.455, -2.623, 2.658)
H (3.963, -0.427, 3.180)

Here are the Löwdin charges for atoms 1 to 2, given in e:
1 Y 0.9478
2 C -0.0429

Question: The highest LUMO energy belongs to which entry?
Answer: C43H55BBrN3O4Sr

Question: charge of number 2 (C43H55BCl2N8OS4Y)?
Answer: +1

Question: Look up the LUMO energy of the second one.
Answer: -0.109 Eh

Question: Among the records above, which one has the lowest charge?
Answer: C43H55BBrN3O4Sr